No. 1
This record from the Open Molecules 2025 dataset describes a structure of composition C10H11Cl3N3OPSSr in a non-equilibrium geometry. The level of theory is ωB97M-V/def2-TZVPD.

Properties
**Kohn-Sham gap**: 4.095 eV
**Lowest unoccupied orbital energy**: -9.95 eV

The geometry in ORCA input format:
```
! wB97M-V def2-TZVPD RIJCOSX def2/J DEFGRID3
* xyz 2 1
C -2.079 -1.549 -1.601
C -1.361 -0.839 -0.499
C -0.506 0.275 -0.824
N -0.348 0.689 -2.186
C 0.211 0.884 0.165
C 1.180 2.034 -0.004
Cl 0.549 3.382 -0.984
C 2.555 1.603 -0.586
C 3.704 2.230 0.178
Cl 2.793 -0.190 -0.576
C 0.093 0.393 1.493
N 0.733 0.897 2.544
S 0.274 0.031 3.809
N -0.730 -0.981 3.117
C -0.751 -0.691 1.815
C -1.498 -1.315 0.787
P -2.661 -2.721 1.057
O -2.699 -2.845 2.652
Cl -1.470 -4.302 0.455
H -2.907 -2.170 -1.235
H -2.482 -0.848 -2.350
H -1.407 -2.198 -2.162
H 0.281 0.091 -2.711
H -1.236 0.769 -2.659
H 1.352 2.452 0.974
H 2.607 1.887 -1.627
H 4.623 1.740 -0.105
H 3.750 3.296 -0.016
H 3.572 2.063 1.243
H -2.343 -3.696 2.944
Sr -4.035 -0.484 -3.405
*
```

Per-atom natural (NBO) charges, elementary charge units: -0.592, -0.082, 0.178, -0.806, -0.005, -0.254, -0.018, -0.172, -0.628, -0.076, 0.165, -0.627, 1.099, -0.591, 0.063, -0.338, 1.110, -0.960, -0.295, 0.237, -0.044, 0.279, 0.395, 0.289, 0.264, 0.230, 0.242, 0.236, 0.221, 0.528, 1.954


No. 2
This record from the Open Molecules 2025 dataset describes a structure of composition C10H11F9N2OPdTe. The level of theory is ωB97M-V/def2-TZVPD.

Properties
**Kohn-Sham gap**: 6.856 eV
**Lowest unoccupied orbital energy**: 5.15 eV

The geometry in ORCA input format:
```
! wB97M-V def2-TZVPD RIJCOSX def2/J DEFGRID3
* xyz -2 1
Pd 1.156 1.161 -0.050
C 2.205 -2.454 -0.750
N 1.829 -2.026 0.578
C 2.636 -2.669 1.580
C 0.426 -2.223 0.848
C -0.568 -1.362 0.089
N -0.447 0.043 0.390
C -1.550 0.826 0.551
C -1.366 2.066 1.202
F -0.121 2.338 1.673
C -2.366 2.964 1.431
F -2.077 4.109 2.086
C -3.673 2.702 1.044
C -3.887 1.489 0.436
F -5.137 1.160 0.016
C -2.880 0.570 0.200
F -3.224 -0.572 -0.445
H 2.012 -3.539 -0.888
H 3.266 -2.258 -0.909
H 1.675 -1.881 -1.507
H 2.508 -3.772 1.595
H 2.374 -2.285 2.569
H 3.692 -2.456 1.400
H 0.269 -2.021 1.912
H 0.153 -3.286 0.668
H -1.541 -1.721 0.427
H -0.513 -1.555 -0.992
H -4.466 3.422 1.185
F 0.874 1.417 -4.400
Te 1.354 2.088 -2.653
F -0.564 1.679 -2.503
F 2.757 2.231 -0.409
F 0.407 3.561 -1.025
F 3.169 1.859 -3.503
O 1.621 0.397 -1.845
*
```

Per-atom natural (NBO) charges, elementary charge units: 1.063, -0.427, -0.421, -0.396, -0.208, -0.226, -0.645, 0.115, 0.330, -0.321, 0.344, -0.325, -0.425, 0.346, -0.338, 0.234, -0.329, 0.125, 0.200, 0.258, 0.132, 0.189, 0.194, 0.184, 0.133, 0.183, 0.198, 0.222, -0.711, 2.502, -0.727, -0.717, -0.874, -0.766, -1.095


Which of these has the highest Kohn-Sham gap?
C10H11F9N2OPdTe